A structure of composition C38H47FeGe2N4OS at a distorted geometry. Source: the OMol25 dataset; level of theory: ωB97M-V with the def2-TZVPD basis set.

```
94
Properties=species:S:1:pos:R:3:forces:R:3:lowdin_spin:R:1
Fe 0.8259 1.2203 0.0594 0.4 0.8 0.0 3.7054
C 1.0928 4.0461 -1.3875 0.3 0.0 0.1 0.0018
C 0.4884 3.0855 -2.3996 -0.1 -0.1 0.2 0.0024
C -0.4603 2.0963 -1.7398 -0.4 0.2 0.3 0.0201
C -0.5082 0.8234 -2.2058 -0.2 -0.1 0.0 0.0166
C -1.5299 -0.2821 -2.0339 0.2 -0.1 0.0 0.0052
C -2.2754 -0.2479 -0.7111 -0.2 0.5 0.1 0.0323
C -2.2700 2.2733 -0.1381 0.0 -0.1 -0.1 0.0540
N -1.1839 2.7083 -0.6651 0.1 -0.2 -0.3 0.0353
N 1.6843 3.3483 -0.2053 -0.2 0.0 -0.2 0.0360
C 3.1286 3.1080 -0.3529 -0.2 0.0 0.0 0.0033
C 3.3635 2.0567 -1.3906 -0.1 -0.2 0.1 0.0065
C 4.3007 2.2093 -2.3907 0.2 0.0 -0.2 0.0002
C 4.4443 1.2116 -3.3431 0.1 0.1 -0.1 0.0037
C 3.6273 0.0935 -3.2694 0.0 -0.1 -0.1 0.0005
C 2.7196 0.0054 -2.2343 -0.1 0.2 0.3 0.0077
N 2.5921 0.9613 -1.2901 -0.2 -0.3 -0.2 0.0349
C 1.4332 4.1037 1.0265 -0.1 -0.1 0.0 0.0032
C 1.6897 3.2360 2.2226 -0.2 -0.1 -0.2 0.0064
C 2.3134 3.6979 3.3590 0.1 0.2 0.3 0.0009
C 2.4216 2.8536 4.4539 0.1 0.0 0.2 0.0024
C 1.8855 1.5762 4.3808 0.0 0.0 0.1 0.0003
C 1.2875 1.1831 3.1995 0.0 0.2 -0.2 0.0053
N 1.2102 1.9886 2.1260 0.1 -0.4 0.2 0.0444
H 0.3075 4.6988 -1.0238 0.0 0.0 0.1 0.0002
H 1.8471 4.6739 -1.8689 0.0 0.0 0.0 0.0006
H 1.2512 2.5542 -2.9732 -0.1 0.0 0.0 0.0001
H -0.0817 3.6807 -3.1200 0.0 0.0 0.0 0.0006
H 0.2176 0.6468 -2.9974 -0.1 0.0 0.1 0.0005
H -2.2628 -0.0804 -2.8254 -0.1 0.0 -0.1 0.0032
H -2.9961 -1.0581 -0.6844 -0.1 -0.1 -0.1 0.0024
H -2.6952 2.9107 0.6533 0.2 -0.3 -0.2 0.0029
H 3.5187 2.7523 0.6036 0.0 0.0 0.0 0.0003
H 3.6665 4.0225 -0.6023 0.0 0.1 -0.1 0.0008
H 4.9029 3.1102 -2.4265 0.0 -0.1 0.0 0.0001
H 5.1751 1.3126 -4.1403 -0.1 0.0 0.1 0.0002
H 3.6844 -0.7039 -4.0053 0.0 0.2 0.1 0.0001
H 2.0563 -0.8501 -2.1610 0.0 0.1 0.1 0.0010
H 0.3783 4.3779 1.0233 0.0 0.0 0.0 -0.0001
H 2.0203 5.0216 1.0798 0.1 0.1 0.0 0.0009
H 2.6987 4.7126 3.3925 0.0 -0.1 0.0 0.0002
H 2.9137 3.1945 5.3607 -0.1 -0.1 -0.1 0.0001
H 1.9257 0.8960 5.2242 0.0 0.1 -0.1 0.0002
H 0.8301 0.2037 3.1002 0.1 0.0 -0.1 0.0007
C -0.8528 -2.6483 3.5508 0.2 -0.3 0.3 0.0008
Ge -2.1627 -1.5306 2.6680 0.1 0.7 0.3 0.0083
C -3.5745 -2.6186 1.9396 -0.3 -0.3 -0.1 0.0051
C -2.8766 -0.2284 3.9365 -0.2 0.1 0.3 0.0002
Ge -1.0308 -0.3105 0.8761 0.4 -0.9 -0.4 0.0233
C -3.1333 1.0643 -0.5431 -0.2 0.4 -0.1 0.0558
C -4.1923 0.8503 0.5266 0.4 0.1 -0.3 0.2077
C -5.4847 1.2075 0.3807 -0.3 0.1 -0.3 0.0152
C -5.9685 1.7786 -0.8324 0.1 0.0 0.1 0.3442
C -5.0811 1.9458 -1.9205 -0.1 -0.1 0.1 0.0141
C -3.7703 1.5943 -1.8362 0.2 -0.2 0.3 0.2290
C -0.9716 -1.6657 -2.3909 0.1 0.0 -0.1 0.0008
C -1.2684 -2.7977 -1.6345 -0.2 -0.3 -0.3 0.0006
C -0.8045 -4.0598 -2.0122 -0.6 0.2 -0.4 0.0000
C -0.0234 -4.2116 -3.1509 -0.2 0.2 -0.2 0.0002
C 0.2668 -3.0909 -3.9283 0.0 -0.1 0.1 0.0001
C -0.2161 -1.8392 -3.5563 0.0 0.0 0.0 0.0004
H -1.3765 -3.2318 4.3182 0.2 0.1 -0.1 0.0001
H -0.0761 -2.0489 4.0409 -0.1 -0.1 -0.1 0.0000
H -0.3877 -3.3354 2.8391 -0.1 0.1 0.2 0.0000
H -4.0799 -3.0877 2.7917 0.0 0.0 -0.2 0.0007
H -3.1759 -3.4063 1.2937 -0.1 0.1 0.1 0.0000
H -4.3020 -2.0244 1.3817 0.0 -0.1 0.1 0.0014
H -2.6728 -0.5582 4.9635 -0.1 0.1 -0.2 0.0000
H -3.9633 -0.1301 3.8239 0.2 0.0 0.1 -0.0001
H -2.4224 0.7552 3.7924 -0.1 -0.1 0.1 0.0002
H -3.8680 0.4039 1.4589 0.1 0.0 0.0 0.0111
H -6.1787 1.0356 1.1987 0.1 0.0 -0.1 -0.0052
H -7.0105 2.0613 -0.9257 0.1 0.0 0.0 0.0177
H -5.4548 2.3490 -2.8584 0.0 0.0 0.2 -0.0055
H -3.1166 1.7742 -2.6848 -0.1 0.0 0.2 0.0117
H -1.8793 -2.7184 -0.7433 0.1 -0.1 -0.2 0.0002
H -1.0733 -4.9309 -1.4138 0.0 0.2 -0.2 0.0000
H 0.3294 -5.1950 -3.4503 0.0 0.1 0.0 0.0000
H 0.8441 -3.1963 -4.8453 -0.1 0.0 0.2 0.0000
H -0.0348 -0.9978 -4.2240 0.0 -0.1 0.1 0.0001
O -0.0538 -2.1453 0.7466 0.5 0.1 0.0 0.0103
S 1.2286 -2.4295 -0.0796 0.0 0.3 -0.1 0.0059
C 1.2818 -4.2390 -0.1857 0.5 -0.3 0.4 0.0005
C 2.5633 -4.6921 0.5198 -0.1 0.1 0.1 0.0001
C 2.7443 -3.7400 1.7022 0.0 0.0 -0.1 0.0000
C 2.6218 -2.3504 1.0828 -0.1 -0.1 0.1 0.0004
H 1.1926 -4.5299 -1.2290 0.3 0.0 0.4 0.0000
H 0.3737 -4.5314 0.3511 0.2 -0.1 0.0 0.0002
H 3.4191 -4.6119 -0.1588 -0.1 0.0 0.0 0.0000
H 2.4809 -5.7363 0.8229 0.0 0.1 0.0 0.0000
H 3.7007 -3.8699 2.2084 0.0 0.0 0.0 0.0000
H 1.9484 -3.8889 2.4377 0.1 0.0 0.0 0.0000
H 3.5112 -2.0818 0.4949 -0.2 -0.1 0.1 0.0000
H 2.3918 -1.5439 1.7772 0.0 0.1 0.0 0.0003
```
Positions in Å, forces in eV/Å.

multiplicity	6
molar mass	808.95	g mol⁻¹
energy above the lowest of the compared OMol25 structures with the same formula, charge and spin	292.3	kJ/mol
LUMO level (alpha / beta)	-5.003 / -5.487	eV
expectation value of S²	8.80
maximum force	1.07	eV/A
Kohn-Sham gap (alpha / beta)	0.2437 / 0.2844	Eh
net charge	+2